[1]
Molecular formula: C4H3BF3O4
Method: DFT, wB97M-V/def2-TZVPD

Summary:
**Molecular weight**: 182.870 g/mol
**Lowest unoccupied orbital energy**: 3.48 eV
**Energy relative to the best compared isomer or geometry (same formula, charge and spin)**: 23.5 kcal per mole

ORCA input file:
```
! RIJCOSX wB97M-V def2-TZVPD def2/J DEFGRID3
* xyz -1 1
C -1.93910 2.17282 0.09216
C 0.12192 -0.08415 0.36348
O -4.08977 -1.94291 1.05543
F -3.21424 2.36019 0.67238
H 0.22242 -0.39479 1.35336
C -2.97102 -1.22049 -0.95722
H 0.46195 -0.79064 -0.51147
F -1.08026 2.80598 0.98936
C -3.21516 -1.28076 0.56429
F -1.88920 2.84502 -1.03341
O -2.20115 -0.66709 1.14794
O -3.67581 -1.81383 -1.76903
O -1.99960 -0.43407 -1.21119
B -1.38106 -0.01458 0.04941
H 0.52112 0.96246 0.40338
*
```

These are the Mulliken partial charges, in e, on atoms 1 to 8: 0.26 -0.82 -0.61 -0.29 0.28 0.58 0.19 -0.29


[2]
Molecular formula: C4H3BFO16P2S2
Method: DFT, wB97M-V/def2-TZVPD

Summary:
**Molecular weight**: 462.944 g/mol
**Lowest unoccupied orbital energy**: 1.49 eV

ORCA input file:
```
! RIJCOSX wB97M-V def2-TZVPD def2/J DEFGRID3
* xyz -1 1
P 2.20826 -0.31212 -1.72649
B -3.97493 0.89574 0.17590
O 2.94872 0.13961 -0.23800
O -0.90703 2.15274 -0.80506
H 0.55043 -1.10350 1.31889
O -5.61206 -0.93097 2.61593
O 4.57441 1.75549 0.59576
S 6.56082 -0.99184 0.66695
O -2.71185 1.61878 0.42952
O -0.58639 -1.26239 -1.82833
O -6.91951 1.60451 1.84830
O -2.40982 0.75187 -2.90027
C -2.78631 0.91743 -1.78047
O 6.77403 -2.38326 0.74746
C -1.98965 1.65231 -0.67718
O -4.11417 -0.27152 1.07062
O -5.15095 1.74225 0.46202
H 1.48593 0.86031 -2.03087
O 0.18798 -0.66233 0.54177
O 7.09991 -0.06982 1.59007
O 5.02538 -0.75956 0.45580
P 0.49684 -1.33956 -0.86225
O -3.92140 0.49645 -1.24075
F 7.05379 -0.53021 -0.75222
O 1.00196 -2.82524 -0.53560
C -5.21427 -0.15508 1.79541
S 4.43629 0.69677 -0.34907
H 1.79295 -2.86104 0.01885
C -5.89936 1.17419 1.39332
*
```

These are the Mulliken partial charges, in e, on atoms 1 to 8: 0.01 1.12 -0.09 -0.67 0.31 -0.62 -0.43 1.12


[3]
Molecular formula: C4H3Br
Method: DFT, wB97M-V/def2-TZVPD

Summary:
**Molecular weight**: 130.972 g/mol
**Lowest unoccupied orbital energy**: -1.38 eV
**Energy relative to the best compared isomer or geometry (same formula, charge and spin)**: 125.5 kcal per mole

ORCA input file:
```
! RIJCOSX wB97M-V def2-TZVPD def2/J DEFGRID3
* xyz 0 1
H -1.75046 1.02008 -0.42213
C -0.57023 -0.92303 -0.29361
C -1.15421 0.39741 0.23791
C 0.24020 0.06556 -0.12410
C 2.14617 1.10157 -0.06605
H -1.43220 0.47585 1.28274
Br 3.35402 -0.22066 -0.06016
H -0.83328 -1.91677 -0.55460
*
```

Formally, the Mulliken partial charges of the atoms, in units of the elementary charge, are as follows: 0.19 -0.17 -0.59 -0.12 0.04 0.19 0.10 0.36


[4]
Molecular formula: C4H3BrCl2
Method: DFT, wB97M-V/def2-TZVPD

Summary:
**SMILES**: Cl/C=C/Br.C#CCl
**Molecular weight**: 201.878 g/mol
**Lowest unoccupied orbital energy**: 0.46 eV
**Energy relative to the best compared isomer or geometry (same formula, charge and spin)**: 39.5 kcal per mole

ORCA input file:
```
! RIJCOSX wB97M-V def2-TZVPD def2/J DEFGRID3
* xyz 0 1
C 1.54736 -0.58687 -1.02874
C -1.50123 -2.34049 0.96412
H -0.88432 -0.30272 1.29572
C -1.33853 -1.08345 0.67335
H 1.57849 -2.38325 0.32183
C 1.48724 -1.49522 -0.25679
Br -2.74755 -0.26399 -0.44910
H -2.32089 -3.01496 0.42290
Cl -0.66150 -3.30302 2.10205
Cl 1.47710 0.42560 -2.42714
*
```

These are the Mulliken partial charges, in e, on atoms 1 to 8: 0.09 -0.01 0.45 -0.44 0.38 -0.34 -0.15 0.28


[5]
Molecular formula: C4H3BrCl2O3
Method: DFT, wB97M-V/def2-TZVPD

Summary:
**SMILES**: C[C@@]1(Br)OC(=O)OC1(Cl)Cl
**Molecular weight**: 249.875 g/mol
**Lowest unoccupied orbital energy**: -0.04 eV
**Energy relative to the best compared isomer or geometry (same formula, charge and spin)**: 18.6 kcal per mole

ORCA input file:
```
! RIJCOSX wB97M-V def2-TZVPD def2/J DEFGRID3
* xyz 0 1
O -1.08779 -0.43320 0.83611
C 0.62047 1.05719 0.19260
Br -1.28513 0.40592 -1.92125
H 1.07338 -1.90928 -0.08826
O -2.02430 0.85217 2.37725
Cl 2.04345 0.57390 1.02682
Cl 0.90607 2.34240 -0.98491
H 1.09992 -1.26717 -1.72801
O -0.21301 1.57953 1.21167
C -0.04852 -0.17522 -0.45732
C -1.15574 0.67930 1.55927
C 0.41041 -1.51774 -0.86639
H -0.33922 -2.18779 -1.15759
*
```

These are the Mulliken partial charges, in e, on atoms 1 to 8: -0.36 0.85 -0.05 0.32 -0.54 -0.13 -0.11 0.37


[6]
Molecular formula: C4H3BrF4O
Method: DFT, wB97M-V/def2-TZVPD

Summary:
**Molecular weight**: 222.963 g/mol
**Lowest unoccupied orbital energy (alpha / beta)**: 0.65 / -2.74 eV
**Energy relative to the best compared isomer or geometry (same formula, charge and spin)**: 4.8 kcal per mole

ORCA input file:
```
! RIJCOSX wB97M-V def2-TZVPD def2/J DEFGRID3
* xyz 0 3
C 1.13507 0.61208 1.47119
F 1.25123 -0.57162 -1.10316
C 0.09390 -0.03948 -0.89908
H -0.84293 0.87239 0.93468
F -1.42121 -1.73919 -1.70976
C 0.18527 1.09968 0.41986
H 1.60199 -0.40096 1.40056
C -0.90998 -1.14199 -0.60916
F -0.18545 -2.00647 0.05179
Br -0.38505 0.90251 -2.50159
H 0.21102 2.06520 -0.04815
F -1.97517 -0.76463 0.04349
O 1.24132 1.11249 2.54933
*
```

These are the Mulliken partial charges, in e, on atoms 1 to 8: -0.27 -0.23 0.23 0.22 -0.26 -0.46 0.33 0.77